(1)
{"formula": "H16NO6", "method": "wB97M-V/def2-TZVPD", "elements": ["N", "H", "H", "H", "H", "O", "H", "H", "O", "H", "H", "O", "H", "H", "O", "H", "H", "O", "H", "H", "O", "H", "H"], "xyz": [[-0.673, 0.070, 0.003], [-0.394, 0.496, 0.899], [-1.623, 0.057, 0.114], [-0.051, -0.713, -0.046], [-0.342, 0.770, -0.744], [2.018, 1.496, 1.700], [2.338, 0.977, 2.399], [2.629, 1.098, 1.165], [-1.586, -1.864, -1.991], [-1.990, -0.854, -2.127], [-2.401, -2.460, -1.778], [1.657, -1.519, 0.943], [2.569, -1.398, 0.642], [1.730, -2.479, 0.754], [-0.744, -0.583, 3.139], [-0.604, -1.507, 3.276], [-0.496, -0.084, 3.921], [-2.227, 0.744, -2.360], [-3.290, 0.743, -2.326], [-2.071, 1.274, -3.097], [1.417, 1.946, -1.494], [2.164, 2.479, -1.021], [1.968, 1.311, -1.969]], "total_charge": 1, "homo_ev": -14.06, "homo_lumo_gap_ha": 0.4043, "e_above_lowest_ev": 3.1763}

(2)
{"formula": "C20H46FN6O4", "method": "wB97M-V/def2-TZVPD", "elements": ["C", "C", "C", "C", "N", "C", "N", "C", "N", "N", "C", "C", "F", "H", "H", "H", "H", "H", "H", "H", "H", "H", "H", "H", "H", "H", "H", "H", "H", "C", "O", "C", "C", "N", "C", "C", "O", "C", "H", "H", "H", "H", "H", "H", "H", "H", "H", "H", "H", "H", "H", "H", "H", "C", "O", "C", "C", "N", "C", "C", "O", "C", "H", "H", "H", "H", "H", "H", "H", "H", "H", "H", "H", "H", "H", "H", "H"], "xyz": [[3.117, -0.661, -0.364], [1.602, -0.338, -0.217], [1.332, 1.049, -0.813], [1.541, 1.113, -2.358], [-0.033, 1.572, -0.526], [-1.139, 0.929, -0.819], [-1.207, -0.302, -1.392], [-2.465, -0.601, -1.525], [-3.226, 0.378, -1.094], [-2.402, 1.330, -0.630], [-0.097, 2.898, 0.096], [0.576, 3.991, -0.754], [0.562, 2.773, 1.294], [3.319, -0.828, -1.430], [3.753, 0.160, -0.026], [3.378, -1.602, 0.127], [1.321, -0.406, 0.842], [1.084, -1.136, -0.760], [2.083, 1.723, -0.392], [2.426, 0.558, -2.671], [1.719, 2.166, -2.607], [0.641, 0.784, -2.886], [-2.748, -1.556, -1.946], [-4.239, 0.355, -1.132], [-2.745, 2.196, -0.245], [-1.127, 3.207, 0.303], [0.179, 4.947, -0.399], [1.647, 3.960, -0.524], [0.385, 3.852, -1.819], [-6.784, -1.083, -2.616], [-6.441, -1.363, -1.264], [-7.029, -0.452, -0.328], [-8.093, -1.140, 0.506], [-9.270, -1.451, -0.293], [-10.230, -2.336, 0.368], [-9.773, -3.750, 0.727], [-9.525, -4.585, -0.391], [-8.241, -4.455, -0.969], [-6.162, -1.711, -3.253], [-7.830, -1.322, -2.819], [-6.592, -0.035, -2.866], [-7.423, 0.443, -0.820], [-6.221, -0.134, 0.343], [-8.381, -0.482, 1.330], [-7.644, -2.047, 0.931], [-8.978, -1.885, -1.159], [-11.084, -2.428, -0.307], [-10.597, -1.841, 1.273], [-10.597, -4.223, 1.268], [-8.919, -3.758, 1.414], [-7.476, -4.211, -0.227], [-8.248, -3.711, -1.770], [-7.985, -5.412, -1.425], [9.989, 2.274, 0.196], [10.045, 1.214, 1.134], [9.770, 1.614, 2.473], [8.441, 1.051, 2.944], [7.321, 1.695, 2.264], [6.035, 1.035, 2.470], [5.873, -0.396, 1.956], [5.892, -0.515, 0.542], [7.188, -0.585, -0.035], [10.381, 1.902, -0.749], [8.959, 2.609, 0.033], [10.602, 3.120, 0.518], [9.809, 2.701, 2.589], [10.561, 1.187, 3.095], [8.346, 1.212, 4.021], [8.457, -0.029, 2.756], [7.511, 1.726, 1.271], [5.283, 1.653, 1.969], [5.798, 1.057, 3.539], [4.879, -0.736, 2.264], [6.583, -1.093, 2.414], [7.906, -1.086, 0.617], [7.548, 0.410, -0.306], [7.107, -1.157, -0.961]], "total_charge": 1, "homo_ev": -10.27, "homo_lumo_gap_ha": 0.2746}

(3)
{"formula": "C22H43Cl3NOPRu", "method": "wB97M-V/def2-TZVPD", "elements": ["C", "C", "C", "C", "C", "C", "C", "C", "C", "C", "Ru", "Cl", "Cl", "Cl", "H", "H", "H", "H", "H", "H", "H", "H", "H", "H", "H", "H", "H", "H", "H", "O", "H", "C", "C", "C", "C", "P", "N", "C", "C", "C", "C", "C", "C", "C", "C", "H", "H", "H", "H", "H", "H", "H", "H", "H", "H", "H", "H", "H", "H", "H", "H", "H", "H", "H", "H", "H", "H", "H", "H", "H", "H", "H"], "xyz": [[-1.080, 0.924, -4.354], [-1.300, -0.473, -4.568], [-0.021, -1.108, -4.688], [-2.601, -1.168, -4.680], [0.975, -0.102, -4.553], [0.320, 1.159, -4.343], [0.954, 2.471, -4.181], [-2.112, 1.938, -4.197], [0.190, -2.542, -4.938], [2.437, -0.328, -4.649], [-1.296, -0.995, -0.698], [-2.457, -2.608, -1.113], [-2.678, 0.917, -0.756], [0.925, -1.669, -1.399], [-3.410, -0.475, -4.511], [-2.679, -1.972, -3.945], [-2.715, -1.612, -5.670], [-0.494, -3.149, -4.340], [1.215, -2.826, -4.696], [0.013, -2.778, -5.993], [2.716, -1.247, -4.127], [2.972, 0.509, -4.211], [2.740, -0.428, -5.697], [2.015, 2.349, -3.949], [0.513, 3.001, -3.341], [0.869, 3.058, -5.106], [-3.014, 1.538, -3.696], [-2.423, 2.351, -5.180], [-1.739, 2.776, -3.579], [1.613, 2.187, -1.334], [1.291, 1.234, -1.358], [2.628, -0.500, 1.385], [1.678, -0.952, 2.506], [1.447, -2.460, 2.288], [2.385, -0.726, 3.844], [0.067, -0.061, 2.397], [-0.544, -0.356, 0.714], [-1.266, -0.874, 3.418], [-0.855, -1.089, 4.875], [-2.543, -0.018, 3.387], [-1.670, -2.255, 2.837], [0.161, 1.757, 2.674], [1.379, 2.336, 1.943], [-1.058, 2.467, 2.066], [0.271, 2.101, 4.164], [3.472, -1.197, 1.334], [3.039, 0.489, 1.528], [2.109, -0.543, 0.425], [2.418, -2.950, 2.160], [0.959, -2.938, 3.137], [0.881, -2.626, 1.364], [2.692, 0.317, 4.006], [1.795, -1.037, 4.719], [3.314, -1.329, 3.866], [-0.499, -0.183, 5.379], [-1.734, -1.436, 5.458], [-0.088, -1.865, 5.011], [-2.838, 0.217, 2.358], [-3.370, -0.588, 3.836], [-2.450, 0.903, 3.968], [-1.855, -2.194, 1.761], [-0.935, -3.034, 3.026], [-2.610, -2.566, 3.306], [1.335, 2.143, 0.863], [1.351, 3.424, 2.050], [2.332, 2.015, 2.367], [-1.175, 2.185, 1.018], [-1.983, 2.272, 2.605], [-0.882, 3.546, 2.126], [-0.651, 1.896, 4.727], [1.095, 1.590, 4.681], [0.459, 3.187, 4.271]], "total_charge": -2, "spin_multiplicity": 5, "homo_ev": [0.63, 1.15], "homo_lumo_gap_ha": [0.1163, 0.0974]}

(4)
{"formula": "C3H5F2N3", "method": "wB97M-V/def2-TZVPD", "elements": ["C", "N", "C", "F", "H", "H", "H", "H", "F", "C", "N", "N", "H"], "xyz": [[-1.411, -1.193, 0.414], [-0.907, -0.183, -0.468], [-1.418, 0.929, -0.620], [-2.528, 1.390, 0.006], [-0.553, -1.702, 0.852], [-2.071, -0.805, 1.194], [-1.960, -1.922, -0.186], [-1.014, 1.667, -1.299], [1.603, 1.059, 1.039], [2.481, 0.554, 0.141], [2.381, -0.825, -0.190], [1.968, -0.043, -1.042], [3.429, 1.075, 0.157]], "smiles": "C/N=C\\F.FC1N=N1", "homo_ev": -10.20, "homo_lumo_gap_ha": 0.3895, "e_above_lowest_ev": 1.7197}

(5)
{"formula": "C16H25FeN2O3PS3", "method": "wB97M-V/def2-TZVPD", "elements": ["Fe", "C", "C", "N", "C", "C", "C", "S", "N", "C", "O", "C", "C", "C", "C", "C", "C", "H", "H", "H", "H", "H", "H", "H", "H", "H", "H", "H", "H", "H", "H", "H", "C", "C", "O", "P", "S", "S", "O", "C", "C", "H", "H", "H", "H", "H", "H", "H", "H", "H", "H"], "xyz": [[0.161, 0.694, 0.647], [-4.079, -2.910, 1.558], [-2.739, -3.587, 1.333], [-2.067, -3.254, 0.067], [-2.384, -4.126, -1.081], [-3.513, -3.582, -1.927], [-1.277, -2.183, -0.103], [-0.920, -1.253, 1.315], [-0.890, -1.989, -1.388], [-0.044, -1.045, -1.794], [0.556, -0.173, -1.097], [0.265, -1.043, -3.264], [-0.114, -2.108, -4.062], [0.249, -2.159, -5.408], [0.965, -1.112, -5.964], [1.335, -0.038, -5.169], [0.997, -0.016, -3.826], [-4.482, -3.232, 2.523], [-4.790, -3.222, 0.794], [-4.028, -1.820, 1.569], [-2.912, -4.668, 1.345], [-2.046, -3.371, 2.145], [-2.647, -5.100, -0.680], [-1.460, -4.239, -1.654], [-4.470, -3.528, -1.377], [-3.710, -4.240, -2.792], [-3.258, -2.598, -2.300], [-0.677, -2.911, -3.633], [-0.044, -2.984, -6.036], [1.195, -1.132, -7.035], [1.900, 0.780, -5.596], [1.336, 0.808, -3.205], [-0.316, 5.383, 4.075], [0.969, 4.655, 3.863], [1.023, 4.229, 2.474], [1.589, 2.778, 2.212], [1.737, 2.605, 0.258], [0.473, 1.407, 3.074], [3.005, 2.685, 2.948], [4.128, 3.523, 2.564], [5.250, 2.626, 2.176], [-0.357, 5.674, 5.135], [-1.179, 4.769, 3.873], [-0.364, 6.296, 3.505], [1.048, 3.798, 4.516], [1.807, 5.335, 4.020], [4.367, 4.152, 3.425], [3.823, 4.173, 1.742], [5.509, 1.958, 2.985], [6.081, 3.272, 1.926], [4.998, 2.026, 1.323]], "spin_multiplicity": 5, "homo_ev": [-7.96, -8.73], "homo_lumo_gap_ha": [0.2990, 0.3208]}

(6)
{"formula": "C20H51N3OSi4TaTeTl", "method": "wB97M-V/def2-TZVPD", "elements": ["N", "C", "O", "Tl", "Ta", "N", "N", "C", "C", "C", "C", "C", "C", "C", "C", "H", "H", "H", "H", "H", "H", "H", "H", "H", "H", "H", "H", "H", "H", "H", "H", "H", "H", "C", "H", "H", "H", "C", "H", "H", "H", "C", "Si", "C", "C", "Si", "Te", "Si", "C", "C", "C", "Si", "C", "C", "C", "H", "H", "H", "H", "H", "H", "H", "H", "H", "H", "H", "H", "H", "H", "H", "H", "H", "H", "H", "H", "H", "H", "H", "H", "H", "H", "H"], "xyz": [[-2.196, -0.628, -1.967], [-3.213, -1.210, -1.601], [-4.116, -1.833, -1.164], [-2.043, 2.253, -0.057], [-0.310, -0.062, -2.251], [0.219, 1.684, -2.968], [0.816, -1.451, -3.012], [-0.426, 2.521, -3.991], [0.203, -2.478, -3.892], [-0.104, 3.987, -3.710], [0.171, 2.129, -5.343], [-1.932, 2.307, -3.942], [-0.429, -3.520, -2.976], [1.274, -3.156, -4.746], [-0.843, -1.835, -4.785], [-0.397, 4.264, -2.691], [-0.656, 4.620, -4.415], [0.960, 4.201, -3.850], [1.253, 2.300, -5.343], [-0.283, 2.743, -6.134], [-0.016, 1.071, -5.577], [-2.234, 1.246, -4.013], [-2.375, 2.845, -4.795], [-2.360, 2.740, -3.020], [0.344, -3.958, -2.330], [-0.884, -4.311, -3.592], [-1.197, -3.065, -2.333], [1.944, -3.780, -4.146], [1.860, -2.420, -5.304], [0.781, -3.821, -5.466], [-1.279, -2.627, -5.415], [-0.363, -1.122, -5.472], [-1.664, -1.352, -4.218], [1.615, 2.088, -2.653], [2.084, 1.378, -1.955], [2.221, 2.162, -3.572], [1.613, 3.080, -2.173], [2.125, -1.835, -2.463], [2.382, -1.194, -1.617], [2.091, -2.884, -2.143], [2.902, -1.730, -3.230], [-3.465, -0.118, 3.238], [-1.917, -1.153, 3.457], [-1.653, -1.613, 5.259], [-2.090, -2.685, 2.392], [-0.034, 0.046, 2.795], [0.398, 0.273, 0.262], [0.012, 2.250, 3.557], [-0.169, 2.224, 5.425], [1.639, 3.010, 3.022], [-1.330, 3.395, 2.881], [1.972, -1.069, 3.280], [2.338, -0.920, 5.113], [1.784, -2.871, 2.792], [3.418, -0.339, 2.325], [-4.301, -0.694, 3.663], [-3.684, 0.060, 2.175], [-3.406, 0.843, 3.766], [-2.543, -2.165, 5.597], [-0.781, -2.268, 5.394], [-1.536, -0.732, 5.904], [-2.332, -2.421, 1.353], [-1.189, -3.311, 2.402], [-2.929, -3.270, 2.797], [0.651, 1.691, 5.923], [-0.159, 3.268, 5.775], [-1.122, 1.778, 5.737], [1.757, 2.984, 1.931], [1.617, 4.062, 3.342], [2.505, 2.521, 3.485], [-1.034, 3.885, 1.940], [-2.291, 2.874, 2.744], [-1.471, 4.183, 3.640], [1.549, -1.357, 5.735], [3.272, -1.468, 5.308], [2.491, 0.124, 5.416], [1.558, -2.984, 1.724], [2.743, -3.372, 2.991], [1.002, -3.380, 3.369], [3.292, -0.445, 1.240], [3.583, 0.721, 2.551], [4.318, -0.901, 2.622]], "total_charge": 2, "homo_ev": -13.78, "homo_lumo_gap_ha": 0.2440}

(7)
{"formula": "C3H6N2P", "method": "wB97M-V/def2-TZVPD", "elements": ["H", "P", "C", "C", "N", "N", "C", "H", "H", "H", "H", "H"], "xyz": [[-2.669, 2.142, -0.290], [-3.048, 0.774, -0.139], [-1.622, -0.110, -0.104], [-1.037, -1.768, 0.074], [-0.294, -0.709, -0.052], [1.022, -0.480, -0.162], [1.628, 0.785, 0.144], [-1.012, -2.769, 0.125], [1.576, -1.252, -0.154], [1.946, 1.047, 1.205], [2.616, 0.795, -0.421], [0.895, 1.544, -0.225]], "smiles": "[H]/P=c1/c[n+]1NC", "total_charge": 1, "homo_ev": -13.77, "homo_lumo_gap_ha": 0.3215, "e_above_lowest_ev": 4.1133}

(8)
{"formula": "C28H33N8OSSeV", "method": "wB97M-V/def2-TZVPD", "elements": ["V", "N", "C", "C", "C", "C", "N", "H", "H", "H", "H", "H", "H", "H", "H", "H", "H", "H", "H", "C", "C", "N", "C", "C", "C", "S", "N", "C", "O", "C", "C", "C", "C", "C", "C", "H", "H", "H", "H", "H", "H", "H", "H", "H", "H", "H", "H", "H", "H", "H", "Se", "N", "C", "C", "C", "C", "C", "N", "C", "C", "N", "C", "C", "C", "C", "C", "N", "H", "H", "H", "H", "H", "H"], "xyz": [[-0.345, -0.086, 0.119], [1.276, -0.095, 1.468], [2.441, 0.827, 1.218], [3.686, 0.048, 0.835], [3.663, -0.569, -0.561], [2.504, -1.498, -0.900], [1.235, -0.760, -1.247], [0.911, 0.086, 2.401], [1.637, -1.048, 1.519], [2.607, 1.410, 2.122], [2.169, 1.527, 0.424], [3.866, -0.726, 1.589], [4.538, 0.726, 0.901], [4.578, -1.149, -0.688], [3.714, 0.220, -1.320], [2.284, -2.207, -0.098], [2.773, -2.091, -1.774], [0.704, -1.360, -1.879], [1.501, 0.035, -1.827], [-2.248, 1.133, 5.888], [-3.309, 0.935, 4.819], [-2.877, 1.431, 3.475], [-3.425, 2.742, 3.055], [-2.615, 3.911, 3.588], [-2.049, 0.718, 2.766], [-1.493, 1.462, 1.212], [-1.621, -0.453, 3.265], [-1.120, -1.423, 2.563], [-1.030, -1.356, 1.235], [-0.632, -2.640, 3.179], [-0.694, -2.776, 4.574], [-0.222, -3.927, 5.173], [0.307, -4.949, 4.392], [0.370, -4.827, 3.006], [-0.097, -3.678, 2.401], [-2.653, 0.791, 6.840], [-1.977, 2.180, 6.001], [-1.348, 0.559, 5.672], [-4.211, 1.491, 5.063], [-3.580, -0.113, 4.712], [-4.446, 2.767, 3.432], [-3.493, 2.762, 1.969], [-2.610, 3.936, 4.676], [-3.067, 4.838, 3.239], [-1.583, 3.878, 3.237], [-1.120, -1.981, 5.170], [-0.270, -4.036, 6.247], [0.668, -5.851, 4.867], [0.773, -5.634, 2.410], [-0.066, -3.590, 1.322], [-3.430, 1.537, -6.725], [-2.367, 2.442, -5.643], [-2.168, 1.688, -4.587], [-1.341, 2.093, -3.458], [-0.698, 3.333, -3.381], [0.040, 3.637, -2.256], [0.128, 2.702, -1.232], [-0.460, 1.503, -1.297], [-1.198, 1.203, -2.397], [-1.859, -0.091, -2.400], [-1.659, -0.870, -1.305], [-2.274, -2.054, -1.244], [-3.098, -2.520, -2.263], [-3.297, -1.737, -3.381], [-2.666, -0.489, -3.459], [-2.821, 0.421, -4.587], [-3.551, 0.146, -5.642], [-0.801, 4.033, -4.201], [0.541, 4.589, -2.152], [0.672, 2.931, -0.324], [-2.108, -2.638, -0.350], [-3.573, -3.485, -2.161], [-3.931, -2.060, -4.197]], "total_charge": 3, "spin_multiplicity": 2, "homo_ev": [-16.56, -16.56], "homo_lumo_gap_ha": [0.2046, 0.2345], "e_above_lowest_ev": 0.0385}

(9)
{"formula": "C3H8N2O2", "method": "wB97M-V/def2-TZVPD", "elements": ["C", "N", "C", "N", "H", "H", "H", "H", "H", "H", "C", "O", "O", "H", "H"], "xyz": [[-1.181, 1.164, 0.011], [2.260, 0.329, 0.088], [0.989, -0.078, -0.383], [-0.175, 0.234, 0.462], [2.398, 0.017, 1.042], [2.358, 1.334, 0.042], [0.884, 0.242, -1.436], [-0.806, 2.174, 0.170], [-2.073, 1.011, 0.614], [-1.439, 1.043, -1.050], [-0.447, -1.202, 0.469], [-1.571, -1.654, -0.169], [0.760, -1.471, -0.219], [-1.479, -1.519, -1.122], [-0.479, -1.624, 1.482]], "homo_ev": -9.27, "homo_lumo_gap_ha": 0.3708, "e_above_lowest_ev": 1.9334}

(10)
{"formula": "H3PS2", "method": "wB97M-V/def2-TZVPD", "elements": ["P", "S", "S", "H", "H", "H"], "xyz": [[-0.049, -0.353, -0.214], [-0.646, -1.792, 0.943], [0.378, 1.431, 0.749], [2.062, -0.796, -1.455], [-0.838, 0.331, -1.275], [-0.907, 1.179, 1.251]], "spin_multiplicity": 3, "homo_ev": [-7.97, -9.71], "homo_lumo_gap_ha": [0.3146, 0.2621], "e_above_lowest_ev": 1.9266}

(11)
{"formula": "C6H9N2O4", "method": "wB97M-V/def2-TZVPD", "elements": ["C", "C", "C", "C", "C", "C", "N", "N", "O", "O", "O", "O", "H", "H", "H", "H", "H", "H", "H", "H", "H"], "xyz": [[-0.943, -2.049, 0.407], [0.826, -1.505, -1.363], [1.125, -0.600, 1.020], [0.805, 0.867, 0.746], [0.256, -1.279, -0.046], [-0.395, 0.657, -0.176], [-0.263, 1.175, -1.459], [-1.636, 0.749, 0.425], [-1.413, -2.935, -0.371], [1.757, -0.827, -1.808], [-1.470, -1.702, 1.488], [0.214, -2.397, -2.137], [2.181, -0.847, 0.903], [0.782, -0.914, 2.006], [0.543, 1.460, 1.624], [1.603, 1.370, 0.200], [0.626, 0.875, -1.862], [-1.025, 0.907, -2.071], [-2.396, 0.615, -0.234], [-0.552, -2.799, -1.520], [-1.709, 0.018, 1.157]], "total_charge": -1, "homo_ev": -4.18, "homo_lumo_gap_ha": 0.2956, "e_above_lowest_ev": 0.0000}